ORCA calculation (wB97M-V/def2-TZVPD) on a 2-piece molecular cluster, C4H12 overall in a non-equilibrium geometry.

The geometry in XYZ format:
```
16
Properties=species:S:1:pos:R:3:forces:R:3
C -0.593595 -1.363479 -1.918974 0.754 0.005 -0.826
C -0.276077 2.234360 1.071509 0.534 0.817 0.423
C 0.541002 -2.124221 -1.191307 -0.490 0.386 0.534
C 0.321469 1.229349 2.042053 1.076 -0.924 -0.583
H -1.339413 -2.088488 -2.197427 -0.667 0.027 0.090
H 1.495045 -1.782144 -1.547923 0.496 -0.133 -0.432
H 0.895946 0.441884 1.537770 -0.134 0.145 -0.399
H 1.030940 1.502037 2.824217 -0.493 0.753 0.136
H -0.928684 2.902887 1.634535 -0.404 -0.155 -0.303
H -0.523888 0.692338 2.438316 -0.212 -0.143 0.687
H -0.777956 1.639042 0.346105 -1.086 -0.240 -0.481
H -0.155031 -1.050350 -2.865860 -0.019 -0.102 -0.303
H -1.057335 -0.430667 -1.602207 0.131 -0.262 0.956
H 0.663606 -2.059207 -0.106023 -0.703 0.184 0.000
H 0.325391 2.902360 0.446967 0.718 -0.266 0.507
H 0.370036 -3.172430 -1.425946 0.499 -0.090 -0.005
```
Forces are in eV/Å.

M   60.14 g mol⁻¹
Largest force on an atom   1.53 eV/A
SMILES string   CC.CC
Energy above the lowest of the compared OMol25 structures with the same formula, charge and spin   66.4 kJ/mol
E   -159.55967 Eh